78
Properties=species:S:1:pos:R:3 method="wB97M-V/def2-TZVPD" total_charge=+2 orbital_gap_ev=7.44 largest_force_ev_per_a=0.92
H -4.173 -0.560 -2.948
H -0.196 -3.422 0.839
O 1.894 1.569 1.728
H -0.723 2.944 -2.373
O 2.943 4.392 -0.830
H -3.974 1.013 -2.151
H -2.605 -4.017 -1.913
C 2.024 3.529 2.991
C -4.638 0.228 0.411
C -1.250 -0.484 2.351
C -0.094 -2.522 1.441
H -1.066 -0.788 3.386
H 0.235 2.346 2.717
H -2.151 0.126 2.333
Ga 1.474 0.256 -0.424
H -3.286 -2.826 -3.049
H -5.707 0.456 0.371
O -1.292 0.598 -1.692
H 2.652 4.164 2.365
H 2.497 2.291 4.724
H -2.491 3.080 -2.201
H -0.104 -0.817 -3.381
O 2.745 -1.560 -0.004
C -4.280 -0.646 -0.776
H 1.477 4.160 3.686
H -4.455 -0.284 1.355
C -2.558 -2.604 1.899
H 6.589 -0.503 0.165
H 7.340 1.866 -0.171
C 4.017 2.195 -0.599
N 3.630 0.936 -0.441
C 5.886 0.285 -0.060
H -5.560 0.248 -2.232
C -2.379 -3.351 -2.748
C 1.093 2.691 2.129
O 1.811 2.544 -1.195
H -6.069 -1.795 -0.873
H 0.769 -2.422 -1.607
H 0.744 -1.931 1.070
H 4.461 -3.190 0.176
H 3.615 0.768 2.495
H 5.665 3.603 -0.663
H -2.357 -3.048 2.878
H -4.897 -2.466 0.254
H -4.097 1.169 0.417
C -1.548 2.953 -1.669
O 4.855 -2.310 0.083
C 2.848 3.083 -0.900
H -0.408 0.125 2.019
H 3.800 4.743 -0.560
C -0.005 -3.109 -1.953
C -1.598 1.628 -0.941
Cl -1.373 4.322 -0.565
C 4.528 0.005 -0.175
C -1.381 -1.731 1.512
H 0.405 -3.665 -2.802
C 5.348 2.579 -0.511
H -3.481 -2.033 1.988
H 0.737 3.187 1.231
H 0.157 -2.842 2.458
C -5.004 -1.983 -0.716
H -2.711 -3.427 1.197
C -0.960 -1.459 -3.582
H -0.725 -2.074 -4.455
Sb -2.018 -1.108 -0.665
H -1.814 -0.835 -3.843
C 2.682 1.190 2.869
H -4.681 -2.675 -1.493
O -1.940 1.470 0.222
H 3.913 2.754 3.790
C 6.294 1.599 -0.240
C -4.491 0.055 -2.104
H 2.149 0.424 3.439
C 3.944 -1.368 -0.024
H -2.072 -3.973 -3.594
C 2.868 2.462 3.715
C -1.255 -2.381 -2.416
H -0.225 -3.831 -1.168